Entry from the Open Molecules 2025 dataset: a 3-piece molecular cluster, C9H18N2O2 overall at a distorted geometry (wB97M-V/def2-TZVPD).

Structure (XYZ):
```
31
Properties=species:S:1:pos:R:3:lowdin_charge:R:1
C 1.9039 -0.4600 -0.0186 -0.37
C 0.9880 3.0706 -0.1474 -0.48
C 2.0396 0.3763 -1.3359 -0.03
C 3.0597 -0.5926 0.8418 -0.09
C -1.5976 0.9819 -1.7739 0.01
C -2.5619 -0.8211 -0.4484 -0.09
C -2.6045 1.5317 0.4703 -0.05
C 0.2914 -1.6061 2.5662 -0.12
C -2.1567 0.6058 -0.6220 -0.45
N 0.6400 -0.5583 0.3844 -0.07
N -0.0626 -1.0224 1.2913 -0.04
O 0.5742 3.5039 -1.1248 0.21
O 1.5226 2.7404 0.8046 0.23
H 1.8386 -0.2902 -2.2744 0.12
H 1.3091 1.2335 -1.2386 0.05
H 3.0267 0.7932 -1.3765 0.06
H 2.9459 -0.8685 1.9209 0.07
H 3.7490 -1.4111 0.4371 0.09
H 3.7761 0.3678 0.7059 0.11
H 0.2268 -0.3536 -0.5121 0.09
H -1.0784 0.2455 -2.4237 0.07
H -1.3180 1.9368 -1.9718 0.01
H -2.1979 -1.0892 0.5599 0.06
H -2.0152 -1.4008 -1.3126 0.12
H -3.6282 -0.9494 -0.4553 0.07
H -1.7848 1.4635 1.2213 0.09
H -2.5517 2.6267 0.1937 0.10
H -3.5539 1.2690 0.7036 0.04
H 0.8721 -0.8719 3.1629 0.07
H -0.6342 -1.8562 3.0778 0.06
H 0.8126 -2.6263 2.4769 0.10
```

Summary:
2S+1   3
Kohn-Sham gap (spin up / spin down)   5.50 / 8.46 eV
E_HOMO (spin up / spin down)   -4.82 / -8.67 eV
Strongest force on any atom   7.25 eV/A
Lowest unoccupied orbital energy (spin up / spin down)   0.67 / -0.22 eV
Net charge   0
Relative energy (zero: lowest compared OMol25 entry of this formula, charge and spin)   0.189 eV
DFT total energy   -613.47824 Eh

=====

Entry from the Open Molecules 2025 dataset: C9H18N2O3S in the gas phase at a distorted geometry (wB97M-V/def2-TZVPD).

Structure (XYZ):
```
33
Properties=species:S:1:pos:R:3:lowdin_charge:R:1
C 5.4809 0.6230 0.5101 -0.14
C 4.2005 0.5122 -0.4558 -0.27
C 3.0615 -0.2596 0.3815 -0.21
C 1.7862 -0.6384 -0.5543 -0.23
N 0.6715 -0.9771 0.3771 -0.05
C -0.6262 -1.1892 -0.3249 -0.22
C -1.8476 -0.8356 0.7005 -0.10
C -2.2122 0.6963 0.3497 -0.34
S -3.9772 1.2373 0.6404 0.73
C -5.2153 0.0058 0.0223 -0.16
O -4.2390 2.5431 -0.0782 -0.38
O -4.2439 1.4467 2.1219 -0.38
N -1.7470 1.0007 -1.0401 0.08
C -1.0552 -0.2096 -1.5106 -0.34
O -0.8433 -0.3640 -2.7354 0.05
H 6.1909 1.4754 0.2229 0.07
H 6.0051 -0.3784 0.6181 0.07
H 5.0696 0.8898 1.5487 0.07
H 4.4135 -0.0760 -1.4213 0.11
H 3.8606 1.5553 -0.8047 0.11
H 2.6591 0.4863 1.1611 0.12
H 3.5267 -1.1834 0.8535 0.11
H 1.6036 0.2848 -1.1959 0.13
H 2.1385 -1.5052 -1.2112 0.13
H 0.9383 -1.8988 0.7729 0.12
H -0.7439 -2.3016 -0.5323 0.15
H -2.6832 -1.6184 0.6087 0.12
H -1.3802 -0.9555 1.7393 0.12
H -1.6493 1.2654 1.1615 0.15
H -5.5518 -0.6567 0.8820 0.08
H -4.8502 -0.6140 -0.8660 0.08
H -6.1399 0.5997 -0.3175 0.09
H -2.6013 1.0397 -1.6238 0.13
```

Summary:
Kohn-Sham gap   9.99 eV
E_HOMO   -9.74 eV
Strongest force on any atom   5.71 eV/A
Lowest unoccupied orbital energy   0.25 eV
SMILES string   CCCCN[C@H]1C[C@H](S(C)(=O)=O)NC1=O
Net charge   0
Relative energy (zero: lowest compared OMol25 entry of this formula, charge and spin)   4.567 eV
DFT total energy   -1087.02880 Eh

=====

Entry from the Open Molecules 2025 dataset: C9H18N2O3S as an isolated structure at a distorted geometry (wB97M-V/def2-TZVPD).

Structure (XYZ):
```
33
Properties=species:S:1:pos:R:3:lowdin_charge:R:1
C -1.3893 -1.8214 -0.0941 -0.52
C -0.0115 -1.1856 0.1568 -0.46
C -2.3576 -0.8325 -0.7012 -0.17
C -2.7713 0.6318 -0.3541 -0.49
C -4.1015 0.9907 -1.0326 -0.10
C -2.5843 0.8756 1.1621 -0.09
C 1.8014 0.3563 -0.5785 -0.23
C 2.9155 -0.6206 -0.2153 -0.50
C 1.7592 1.4904 0.5029 -0.60
H -3.1136 -2.6852 0.7627 0.21
H -1.0080 -3.3532 1.4379 0.26
H -1.2309 -2.6420 -0.7531 0.13
H -2.1049 -0.6006 -1.7621 0.11
H -3.4339 -1.4087 -0.6263 0.14
H -2.0326 1.0949 -1.0520 0.11
H -4.8598 0.4154 -0.5197 0.05
H -4.3518 0.7439 -2.2034 0.14
H -4.3207 2.0618 -0.5704 0.11
H -3.1648 0.0775 1.8290 0.12
H -1.4753 1.0149 1.7030 0.13
H -2.8257 1.9569 1.2589 0.05
H 0.2069 -0.3692 -1.6703 0.16
H 2.1220 0.6177 -1.7168 0.21
H 1.4672 0.8973 1.4380 0.11
H 2.8584 1.6873 0.4876 0.09
H -0.3915 2.5275 0.1639 -0.13
H 3.6182 -2.2775 -0.8825 0.17
N -1.8647 -2.2490 1.0896 -0.02
N 0.5933 -0.5113 -0.7276 0.10
O 0.5270 -1.3621 1.3052 0.00
O 3.9699 -0.3522 0.2958 0.12
O 2.7938 -1.6956 -1.0518 0.06
S 0.9407 2.9709 0.1669 0.74
```

Summary:
Kohn-Sham gap   9.30 eV
E_HOMO   -9.08 eV
Strongest force on any atom   8.58 eV/A
Lowest unoccupied orbital energy   0.22 eV
Net charge   0
Relative energy (zero: lowest compared OMol25 entry of this formula, charge and spin)   7.554 eV
DFT total energy   -1086.91902 Eh

=====

Entry from the Open Molecules 2025 dataset: C9H18N2O4 in the gas phase at a distorted geometry (wB97M-V/def2-TZVPD).

Structure (XYZ):
```
33
Properties=species:S:1:pos:R:3:lowdin_charge:R:1
C -0.8618 1.0203 -0.2005 -0.28
C -0.7091 -0.0957 0.9324 -0.44
C -0.1792 0.6450 -1.5183 -0.34
C -0.5527 -0.7687 -1.9492 -0.07
C -0.6740 1.5927 -2.6824 -0.22
C -2.1308 1.4228 -3.1954 -0.12
C 0.8695 -0.8723 2.7289 -0.17
C 2.2657 -0.3663 3.0434 -0.46
C 0.8634 -2.3659 2.5060 -0.20
H 0.5405 2.3926 0.0935 0.06
H -0.7189 2.6196 1.0663 0.07
H -1.9219 1.0523 -0.3819 0.13
H 0.8569 0.7000 -1.4845 0.11
H -1.6542 -0.8233 -1.9527 0.09
H -0.1886 -0.9450 -2.9804 0.09
H -0.1820 -1.6406 -1.3261 0.09
H -0.6204 2.6911 -2.4099 0.11
H -0.0362 1.4794 -3.5474 0.09
H -2.3195 0.5254 -3.7942 0.06
H -2.8477 1.5811 -2.3591 0.08
H -2.2884 2.3057 -3.9252 0.10
H 1.1741 0.4932 1.0929 0.12
H 0.2714 -0.5954 3.5999 0.17
H -0.1626 -2.6896 2.3113 0.13
H 1.1988 -2.7908 3.4911 0.15
H 1.1271 -3.1168 0.6864 0.14
H 2.9970 -1.5714 1.7155 0.09
N -0.4427 2.3721 0.1464 0.08
N 0.5165 -0.1551 1.4501 0.14
O -1.6064 -0.8592 1.2745 0.06
O 2.5541 0.2688 4.0419 0.12
O 1.6920 -2.8218 1.4535 -0.07
O 3.1700 -0.6843 2.0731 0.10
```

Summary:
Kohn-Sham gap   9.75 eV
E_HOMO   -9.39 eV
Strongest force on any atom   3.04 eV/A
Lowest unoccupied orbital energy   0.35 eV
SMILES string   CC[C@H](C)[C@H](N)C(=O)N[C@@H](CO)C(=O)O
Net charge   0
Relative energy (zero: lowest compared OMol25 entry of this formula, charge and spin)   1.973 eV
DFT total energy   -764.20905 Eh

=====

Entry from the Open Molecules 2025 dataset: a 2-piece molecular cluster, C9H18N3S overall at a distorted geometry (wB97M-V/def2-TZVPD).

Structure (XYZ):
```
31
Properties=species:S:1:pos:R:3:lowdin_charge:R:1
C -2.0640 -1.2020 -3.1450 -0.07
C -2.9137 -0.3314 -2.5531 -0.05
C -0.8990 -0.0366 -1.6069 -0.10
C 1.3296 1.6711 -1.1611 -0.34
C 1.5024 2.4540 0.0825 -0.29
C -2.7375 1.4114 -0.8105 -0.02
C 2.2953 -1.1075 1.8384 -0.24
C 1.3043 -1.9330 2.6706 -0.28
C 1.4971 -0.3144 0.8154 -0.38
N -0.8429 -0.9989 -2.5556 0.04
N -2.1830 0.3686 -1.6280 -0.16
N 0.3844 -1.0255 3.3417 -0.01
S 2.5241 0.9591 -0.0199 1.16
H -2.2215 -1.9245 -3.9174 0.12
H -3.9562 -0.1546 -2.7131 0.13
H 1.7808 2.0685 -2.0610 0.09
H 0.3793 0.9942 -1.3149 0.02
H 2.0592 3.3818 0.0594 0.09
H 0.7372 2.4159 0.8457 0.09
H -3.5974 1.0397 -0.2517 0.10
H -1.9806 1.7600 -0.1116 0.08
H -3.0627 2.2477 -1.4321 0.10
H 2.8339 -0.4298 2.5028 0.11
H 3.0158 -1.7674 1.3564 0.12
H 1.8669 -2.5830 3.3547 0.12
H 0.7184 -2.5709 2.0049 0.12
H 0.6719 0.1765 1.3305 0.08
H 1.1054 -0.9636 0.0357 0.08
H -0.3895 -1.5422 3.7431 0.08
H 0.8546 -0.5545 4.1077 0.08
H -0.0128 -1.5084 -2.8076 0.15
```

Summary:
Kohn-Sham gap   9.46 eV
E_HOMO   -11.96 eV
Strongest force on any atom   1.09 eV/A
Lowest unoccupied orbital energy   -2.50 eV
Net charge   +1
Relative energy (zero: lowest compared OMol25 entry of this formula, charge and spin)   1.382 eV
DFT total energy   -915.86929 Eh

=====

Entry from the Open Molecules 2025 dataset: C9H18NO6PS2 in the gas phase (wB97M-V/def2-TZVPD).

Structure (XYZ):
```
37
Properties=species:S:1:pos:R:3:lowdin_charge:R:1
C 2.4588 -0.6069 -4.1047 -0.10
C 1.6756 -1.8537 -3.7411 -0.31
H 2.1982 -2.4134 -2.9572 0.08
H 1.5244 -2.4981 -4.6105 0.12
O 0.3601 -1.5465 -3.2885 -0.33
P 0.1200 -0.8291 -1.8717 0.08
S 1.3441 -1.4223 -0.4812 0.36
O -1.3913 -1.2068 -1.5884 -0.31
C -2.4218 -1.0976 -2.5795 -0.28
C -3.7544 -1.0020 -1.8611 -0.06
H -4.5567 -0.9186 -2.5891 0.08
H -3.9125 -1.8890 -1.2539 0.08
H -3.7720 -0.1330 -1.2080 0.07
H -2.3810 -1.9852 -3.2166 0.12
H -2.2390 -0.2151 -3.2023 0.09
S 0.0521 1.2332 -2.4881 0.75
C -0.9027 1.8382 -1.0403 -0.50
O -0.6519 1.0405 0.0663 -0.13
C 0.2037 1.5603 1.0199 -0.57
O 0.5839 2.7006 1.0102 0.10
N 0.5042 0.6163 1.9170 0.08
H 0.1333 -0.3128 1.7842 0.12
C 1.3398 0.8775 3.0542 -0.05
C 0.5965 0.6049 4.3548 -0.49
O -0.5279 0.1924 4.4277 0.13
O 1.3721 0.8748 5.4052 -0.03
C 0.7935 0.6529 6.6872 -0.04
H -0.0924 1.2774 6.8153 0.10
H 1.5572 0.9178 7.4132 0.09
H 0.5054 -0.3943 6.7959 0.10
H 1.6395 1.9288 3.0198 0.14
H 2.2416 0.2559 3.0263 0.14
H -0.5906 2.8725 -0.8633 0.09
H -1.9651 1.7830 -1.2840 0.09
H 2.6371 -0.0102 -3.2117 0.05
H 3.4150 -0.8880 -4.5367 0.08
H 1.9030 -0.0044 -4.8192 0.08
```

Summary:
Kohn-Sham gap   9.42 eV
E_HOMO   -8.86 eV
Strongest force on any atom   0.90 eV/A
Lowest unoccupied orbital energy   0.56 eV
SMILES string   CCOP(=S)(OCC)SCOC(=O)NCC(=O)OC
Net charge   0
Relative energy (zero: lowest compared OMol25 entry of this formula, charge and spin)   0.021 eV
DFT total energy   -1997.77494 Eh

=====

Entry from the Open Molecules 2025 dataset: a 2-piece molecular cluster, C9H18Si3 overall at a distorted geometry (wB97M-V/def2-TZVPD).

Structure (XYZ):
```
30
Properties=species:S:1:pos:R:3:lowdin_charge:R:1
C -1.4700 -2.9326 -2.3079 -0.12
C -1.5900 -1.6732 -2.9350 -0.09
C -1.6704 -3.0967 -0.9587 -0.14
C -1.9105 -0.5927 -2.0959 -0.05
C -1.9731 -2.0491 -0.1688 -0.10
C -2.1091 -0.7577 -0.6874 -0.38
C 1.3228 -0.6152 0.0234 -0.29
C 0.4020 0.3627 2.8544 -0.24
C -2.2498 0.3577 0.1614 -0.03
Si 3.5430 2.9028 0.3692 0.40
Si 1.3286 2.9628 0.7371 0.31
Si 0.3992 0.7579 0.9071 0.61
H -1.2360 -3.7873 -3.1235 0.14
H -1.4638 -1.4414 -4.0229 0.11
H -1.5580 -4.0476 -0.4460 0.11
H -2.0357 0.4587 -2.3526 0.10
H -2.0860 -2.0877 0.9056 0.12
H 1.5536 -0.2489 -1.0474 0.05
H 2.2011 -1.1674 0.4907 0.05
H 0.5797 -1.4582 -0.2188 0.02
H 0.5916 -0.6202 2.8815 -0.05
H 1.1596 1.0157 3.4240 0.05
H -0.4658 0.6781 3.3485 -0.01
H -2.4355 1.1480 -0.4289 -0.01
H -2.4887 0.3306 1.2340 0.06
H 3.8288 1.6074 1.0613 -0.10
H 4.0855 3.9690 1.2135 -0.13
H 4.0722 2.9256 -1.0368 -0.11
H 1.1591 3.1937 2.1231 -0.13
H 0.5156 3.9052 0.0956 -0.15
```

Summary:
Kohn-Sham gap   6.84 eV
E_HOMO   -7.01 eV
Strongest force on any atom   5.34 eV/A
Lowest unoccupied orbital energy   -0.18 eV
Net charge   0
Relative energy (zero: lowest compared OMol25 entry of this formula, charge and spin)   1.620 eV
DFT total energy   -1222.04848 Eh